Record 1
{
  "formula": "C11H29KO6PTe",
  "method": "the ωB97M-V functional and the def2-TZVPD basis",
  "lumo_energy_ev": -2.243,
  "multiplicity": 1,
  "homo_lumo_gap_ev": 7.741,
  "de_lowest_kj_mol": 0.0,
  "charge": 1,
  "fmax_ev_per_a": 2.57,
  "species": ["K", "C", "O", "C", "C", "O", "C", "C", "O", "C", "H", "H", "H", "H", "H", "H", "H", "H", "H", "H", "H", "H", "H", "H", "C", "Te", "C", "H", "H", "H", "H", "H", "H", "C", "O", "P", "O", "C", "O", "C", "H", "H", "H", "H", "H", "H", "H", "H", "H"],
  "positions_angstrom": [[0.0703, 0.0664, -0.4298], [3.6089, 1.7446, -0.1276], [2.2911, 1.9031, -0.7101], [2.1856, 2.9140, -1.6749], [0.8823, 3.6172, -1.5503], [-0.1833, 2.6477, -1.4504], [-1.5453, 3.1616, -1.1770], [-2.5686, 2.2712, -1.8973], [-2.3595, 0.9414, -1.5617], [-3.4904, 0.0741, -1.4433], [4.3843, 1.5387, -0.9018], [3.5017, 0.9565, 0.6221], [3.8621, 2.6278, 0.4629], [2.2030, 2.4578, -2.7050], [2.9786, 3.6412, -1.6113], [0.7221, 4.2959, -2.3875], [0.8697, 4.2165, -0.5950], [-1.6317, 4.1827, -1.5731], [-1.7499, 3.1640, -0.0734], [-2.4165, 2.3611, -2.9372], [-3.6044, 2.6678, -1.7121], [-4.4129, 0.7122, -1.2459], [-3.2304, -0.6465, -0.6511], [-3.6816, -0.4215, -2.4013], [0.4606, 2.0423, 3.8811], [-1.6047, 2.2591, 4.4316], [-2.2927, 0.4670, 3.5356], [0.5428, 2.4932, 2.9299], [0.5877, 0.9810, 3.9298], [1.1195, 2.5811, 4.5769], [-2.6487, -0.2154, 4.2764], [-1.5351, -0.0705, 2.9677], [-3.1061, 0.7404, 2.9045], [-1.6309, -4.6183, -1.1443], [-0.7975, -3.9087, -0.1951], [0.5699, -3.1473, -0.7556], [1.7086, -4.2789, -0.5182], [2.8651, -4.2623, -1.4024], [0.8722, -2.3374, 0.6357], [1.0466, -3.0610, 1.8970], [-2.5643, -4.0313, -1.1973], [-1.7784, -5.6240, -0.7786], [-1.1201, -4.6031, -2.0985], [3.7240, -4.5023, -0.8296], [3.0139, -3.2733, -1.8324], [2.6875, -5.0813, -2.1361], [0.5904, -2.4496, 2.6825], [2.0873, -3.1550, 2.1974], [0.5171, -4.0404, 1.7740]]
}

***

Record 2
{
  "formula": "C11H30ClIN3O2P2Tm",
  "method": "the ωB97M-V functional and the def2-TZVPD basis",
  "lumo_energy_ev": [-7.267, -7.192],
  "multiplicity": 3,
  "homo_lumo_gap_ev": [6.540, 6.616],
  "s2": 2.00,
  "charge": 2,
  "fmax_ev_per_a": 5.23,
  "species": ["C", "I", "H", "H", "H", "Tm", "P", "C", "C", "H", "H", "H", "C", "H", "H", "H", "H", "H", "H", "C", "O", "Cl", "C", "N", "C", "P", "O", "N", "C", "C", "N", "C", "C", "H", "H", "H", "H", "H", "H", "H", "H", "H", "H", "H", "H", "H", "H", "H", "H", "H", "H"],
  "positions_angstrom": [[-2.7807, -0.3394, -1.6141], [-1.4359, -0.7543, 1.6257], [-1.8290, -0.8554, -1.8217], [-2.5923, 0.7442, -1.6202], [-3.4928, -0.5541, -2.4339], [1.7852, -1.4326, 0.1154], [-3.1253, -2.6720, 0.1876], [-4.5813, -2.9666, 1.2210], [-3.2043, -3.4259, -1.4660], [-0.8941, -3.7073, 0.1747], [-2.0911, -4.8221, 0.8717], [-1.4487, -3.4702, 1.8542], [-1.7722, -3.7635, 0.8432], [-2.1877, -3.4317, -1.8937], [-3.5431, -4.4717, -1.4068], [-4.7367, -4.0397, 1.3816], [-5.4825, -2.5470, 0.7631], [-3.8688, -2.8704, -2.1428], [-4.4681, -2.4808, 2.1954], [-3.4281, -0.8139, -0.3491], [-4.3068, -0.2522, 0.3311], [1.3193, -3.5031, -1.1402], [-0.3270, 2.5121, 1.5099], [0.9884, 1.8474, 1.4372], [1.6110, 1.6391, 2.7414], [1.6160, 1.3096, 0.0429], [0.7659, 0.2170, -0.6291], [1.7776, 2.5630, -0.9574], [1.5511, 2.4206, -2.3959], [1.8355, 3.9369, -0.4621], [3.0607, 0.3440, 0.1854], [3.4590, -0.1995, -1.2215], [4.2314, 0.8835, 0.9358], [-0.1891, 3.5272, 1.9120], [-0.9777, 1.9449, 2.1919], [-0.8305, 2.5707, 0.5373], [1.7299, 0.5657, 2.9625], [2.5775, 2.1631, 2.7813], [0.9287, 2.0877, 3.4750], [0.4775, 2.3845, -2.6453], [2.0053, 3.2944, -2.8783], [2.0315, 1.5190, -2.7929], [0.8652, 4.4481, -0.5632], [2.1305, 3.9611, 0.5925], [2.5975, 4.4668, -1.0450], [3.7843, 0.6425, -1.8574], [4.2914, -0.9197, -1.1212], [2.5840, -0.7103, -1.7512], [4.3236, 1.9667, 0.7672], [4.1324, 0.6594, 2.0046], [5.1332, 0.3841, 0.5673]]
}

***

Record 3
{
  "formula": "C11H31CrO13",
  "method": "the ωB97M-V functional and the def2-TZVPD basis",
  "lumo_energy_ev": [-0.126, 0.054],
  "multiplicity": 6,
  "homo_lumo_gap_ev": [6.457, 9.467],
  "s2": 8.75,
  "charge": 0,
  "fmax_ev_per_a": 3.92,
  "species": ["Cr", "O", "C", "O", "O", "H", "C", "C", "O", "O", "H", "H", "H", "H", "H", "H", "C", "C", "O", "O", "H", "H", "H", "H", "H", "H", "C", "C", "O", "O", "H", "H", "H", "H", "H", "H", "C", "C", "O", "O", "H", "H", "H", "H", "H", "H", "C", "C", "O", "O", "H", "H", "H", "H", "H", "H"],
  "positions_angstrom": [[-14.4423, 1.3094, 5.5542], [-14.7479, -0.6970, 8.9677], [-14.9226, -0.1213, 7.7672], [-15.4853, 0.9563, 7.7181], [-14.3275, -0.5456, 6.7839], [-15.0906, -0.0035, 9.5363], [-15.2359, -4.2842, 4.3420], [-15.7060, -3.7384, 5.7212], [-14.5985, -3.4265, 6.5169], [-14.6524, -3.2338, 3.5733], [-16.0520, -4.6789, 3.7367], [-14.5072, -5.0887, 4.4411], [-16.3409, -4.5212, 6.1362], [-16.3956, -2.8943, 5.7123], [-14.4770, -2.4747, 6.4892], [-14.0022, -3.5660, 2.9500], [-18.1286, -1.4035, 7.9920], [-18.1331, -2.9119, 8.3995], [-18.3107, -3.0710, 9.8146], [-19.4698, -1.0254, 7.8884], [-17.5713, -1.2650, 7.0655], [-17.5801, -0.7422, 8.6627], [-17.1860, -3.3607, 8.1001], [-18.9871, -3.5042, 8.0709], [-17.5878, -3.6135, 10.1380], [-20.0012, -1.3257, 8.6294], [-12.7812, -2.0590, 12.6260], [-12.3518, -1.2143, 11.4071], [-12.3740, -1.8780, 10.1530], [-11.7412, -3.0378, 12.7663], [-13.7490, -2.5427, 12.4937], [-12.7995, -1.4485, 13.5288], [-11.3388, -0.8942, 11.6505], [-12.9643, -0.3127, 11.4110], [-13.2672, -1.8310, 9.8044], [-12.1796, -3.7800, 13.1889], [-14.4030, 2.6989, 10.7826], [-14.8815, 1.9924, 12.0416], [-15.2857, 0.6415, 11.7756], [-15.4344, 3.0013, 9.8528], [-13.6310, 2.1092, 10.2883], [-13.9800, 3.6582, 11.0805], [-15.7468, 2.5490, 12.4015], [-14.0373, 2.0500, 12.7288], [-15.9545, 0.3997, 12.4205], [-15.3858, 2.3075, 9.1911], [-16.4654, -0.0859, 3.4587], [-17.3305, 0.6177, 4.4943], [-16.6715, 1.6898, 5.1190], [-15.2804, -0.4249, 4.1858], [-16.2158, 0.6093, 2.6572], [-17.0212, -0.9239, 3.0379], [-17.6050, -0.1150, 5.2532], [-18.2256, 0.8702, 3.9258], [-17.3302, 2.0844, 5.6951], [-15.0414, -1.3100, 3.9008]]
}

***

Record 4
{
  "formula": "C11H32Cl2N2O2RuSbSi3",
  "method": "the ωB97M-V functional and the def2-TZVPD basis",
  "lumo_energy_ev": [-7.632, -7.232],
  "multiplicity": 2,
  "homo_lumo_gap_ev": [5.860, 6.995],
  "s2": 1.09,
  "charge": 2,
  "fmax_ev_per_a": 0.88,
  "species": ["Ru", "N", "N", "C", "O", "O", "H", "H", "H", "Cl", "C", "Cl", "H", "H", "C", "Si", "C", "C", "Sb", "Si", "C", "C", "C", "Si", "C", "C", "C", "H", "H", "H", "H", "H", "H", "H", "H", "H", "H", "H", "H", "H", "H", "H", "H", "H", "H", "H", "H", "H", "H", "H", "H", "H", "H", "H"],
  "positions_angstrom": [[0.8948, 1.4596, -0.4527], [3.1529, 1.4055, -0.6480], [3.5469, 0.0785, -0.4120], [2.5976, -0.8544, -0.6238], [2.9924, -2.0713, -0.5903], [1.4137, -0.4955, -0.8320], [3.4992, 1.7343, -1.5486], [3.5396, 2.0061, 0.0770], [4.5233, -0.1819, -0.4329], [1.2147, 3.8801, -1.6611], [1.6394, 5.1099, -0.4194], [1.9127, 4.3355, 1.1273], [0.8002, 5.7905, -0.3451], [2.5400, 5.6106, -0.7536], [0.6936, -3.3033, 0.6708], [1.9533, -3.5075, -0.6770], [3.1659, -4.8566, -0.3678], [1.2124, -3.5168, -2.3762], [-0.7553, 1.1141, 1.2690], [-2.6500, 0.8903, 3.2052], [-3.6910, -0.5487, 2.6984], [-3.4633, 2.5456, 3.0978], [-1.5465, 0.6186, 4.6620], [-1.0430, 0.9643, -1.8335], [-2.3013, 2.3166, -2.0302], [0.2384, 0.9431, -3.2204], [-1.7896, -0.7304, -1.6404], [0.0534, -4.1871, 0.7127], [0.0565, -2.4355, 0.4873], [1.1684, -3.1912, 1.6476], [2.6639, -5.8257, -0.4121], [3.6309, -4.7658, 0.6148], [3.9525, -4.8612, -1.1240], [1.9301, -3.8633, -3.1210], [0.8558, -2.5284, -2.6719], [0.3595, -4.1988, -2.4042], [-4.1770, -0.3865, 1.7361], [-4.4793, -0.6771, 3.4480], [-3.1181, -1.4751, 2.6605], [-3.9997, 2.6826, 2.1586], [-2.7649, 3.3699, 3.2404], [-4.2014, 2.5934, 3.9063], [-1.1155, -0.3826, 4.6668], [-2.1683, 0.7171, 5.5584], [-0.7469, 1.3557, 4.7367], [-1.8700, 3.3069, -1.8823], [-3.1345, 2.1949, -1.3345], [-2.7096, 2.2769, -3.0441], [1.0228, 1.7049, -3.2344], [-0.3455, 1.1312, -4.1302], [0.6965, -0.0402, -3.3100], [-2.4752, -0.7927, -0.7930], [-1.0098, -1.4826, -1.5180], [-2.3661, -0.9765, -2.5372]]
}

***

Record 5
{
  "formula": "C11H32F6N10O10PS",
  "method": "the ωB97M-V functional and the def2-TZVPD basis",
  "lumo_energy_ev": 2.381,
  "multiplicity": 1,
  "homo_lumo_gap_ev": 9.547,
  "charge": -1,
  "fmax_ev_per_a": 2.97,
  "species": ["P", "F", "F", "F", "F", "F", "F", "C", "O", "N", "N", "H", "H", "H", "H", "C", "O", "N", "N", "H", "H", "H", "H", "C", "O", "N", "N", "H", "H", "H", "H", "C", "O", "N", "N", "H", "H", "H", "H", "C", "O", "N", "N", "H", "H", "H", "H", "C", "C", "O", "S", "O", "O", "O", "H", "H", "H", "H", "C", "C", "C", "O", "C", "H", "H", "H", "H", "H", "H", "H", "H"],
  "positions_angstrom": [[-0.4545, -0.1455, -0.4037], [-0.4758, -1.6462, -0.9861], [0.2485, 0.4192, -1.7410], [-1.9014, -0.0053, -1.1978], [-0.6068, 1.3829, 0.1170], [-1.2511, -0.6956, 0.9113], [0.9626, -0.3022, 0.3312], [2.7463, -3.0750, -3.1162], [2.4028, -4.2288, -3.3554], [2.0136, -2.1763, -2.4240], [3.9658, -2.5556, -3.5306], [1.1762, -2.4300, -1.9350], [2.3703, -1.2422, -2.4012], [4.2328, -1.7022, -3.0832], [4.6130, -3.0749, -4.0875], [-4.2454, 1.9367, 0.0944], [-5.3043, 2.5002, 0.4191], [-3.2644, 2.5891, -0.5759], [-3.9752, 0.6502, 0.3709], [-3.4603, 3.5048, -0.9285], [-2.4473, 2.0940, -0.8785], [-4.5068, 0.1968, 1.0865], [-3.3068, 0.1826, -0.2400], [0.3473, 4.2549, -2.4387], [1.5209, 3.9342, -2.6337], [-0.0563, 5.4971, -2.0628], [-0.6889, 3.3731, -2.5514], [-0.9577, 5.7008, -1.6845], [0.7191, 6.1297, -1.9460], [-1.6457, 3.6533, -2.5972], [-0.3324, 2.4971, -2.9162], [-0.9504, 0.1325, -4.9969], [-0.6149, 1.3178, -4.9377], [-1.3277, -0.4030, -6.2008], [-1.0304, -0.7491, -3.9745], [-1.4032, 0.2371, -6.9707], [-1.8657, -1.2441, -6.2922], [-0.8677, -0.5154, -3.0100], [-1.1657, -1.6863, -4.3011], [2.1834, 3.6236, 1.1939], [2.2297, 3.6310, 2.4202], [2.2817, 4.7865, 0.4701], [2.0739, 2.5333, 0.3875], [2.5637, 5.6415, 0.9091], [2.2274, 4.7955, -0.5365], [2.0232, 1.6873, 0.9225], [1.9604, 2.5726, -0.6092], [-2.9761, -2.8516, 2.3648], [-1.5577, -3.4093, 2.1319], [-1.8108, -4.8056, 2.3043], [-2.9243, -5.1378, 3.4179], [-2.3560, -5.0444, 4.7447], [-3.6453, -6.3289, 3.0924], [-3.7528, -3.7482, 3.1471], [-3.5194, -2.6264, 1.4425], [-3.0139, -1.8871, 2.8753], [-0.9910, -3.0626, 2.9964], [-1.2218, -3.0990, 1.1514], [2.3378, -1.1546, 3.0355], [2.5531, -1.9131, 4.3556], [1.9681, -0.8455, 5.2983], [2.2141, 0.4293, 4.7253], [2.6841, 0.2784, 3.3769], [1.2798, -1.2387, 2.7788], [2.9647, -1.5535, 2.2372], [3.6356, -2.0643, 4.3731], [2.0675, -2.8794, 4.4770], [2.3863, -0.9967, 6.2953], [0.8904, -1.0239, 5.3518], [3.7655, 0.4361, 3.3029], [2.2662, 0.9490, 2.6347]]
}